Record 1
A 2-piece molecular cluster, CH4BrN2 overall in a non-equilibrium geometry. Source: OMol25; level of theory: ωB97M-V/def2-TZVPD.

For the orbital gap (spin up / spin down), the calculation gives 9.43 / 9.43 eV. For the relative energy (zero: lowest compared OMol25 entry of this formula, charge and spin), the calculation gives 98.7 kcal/mol. Its multiplicity is 1. The LUMO energy (spin up / spin down) is -5.726 / -5.726 eV. Its net charge is +1.

Atoms and positions in Å:
C1 -0.563 0.296 0.059
N1 0.151 1.321 -0.006
N2 0.719 -1.372 0.151
Br1 -2.249 -0.290 0.193
H1 1.202 1.359 -0.257
H2 -0.083 2.326 0.285
H3 0.802 -1.590 -0.830
H4 0.022 -2.050 0.406

---

Record 2
A 2-piece molecular cluster, CH6N2O2 overall in a non-equilibrium geometry. Source: OMol25; level of theory: ωB97M-V/def2-TZVPD.

For the orbital gap (spin up / spin down), the calculation gives 9.71 / 9.91 eV. For the relative energy (zero: lowest compared OMol25 entry of this formula, charge and spin), the calculation gives 183.9 kcal/mol. Its multiplicity is 1. The LUMO energy (spin up / spin down) is -0.075 / -0.024 eV.

Atoms and positions in Å:
C1 1.661 -0.147 -0.306
N1 -2.807 -0.370 0.606
N2 -1.490 0.760 -0.743
O1 1.074 0.774 0.561
O2 -1.663 -0.221 0.101
H1 2.156 0.477 -1.189
H2 0.939 -0.793 -0.648
H3 2.664 -0.574 0.029
H4 -2.618 -0.989 1.313
H5 0.600 0.229 1.174
H6 -0.515 0.855 -0.898

---

Record 3
One molecule with the formula C2H3N3O2 in a non-equilibrium geometry. Source: OMol25; level of theory: ωB97M-V/def2-TZVPD.

For the orbital gap, the calculation gives 8.98 eV. For the relative energy (zero: lowest compared OMol25 entry of this formula, charge and spin), the calculation gives 100.8 kcal/mol. Its multiplicity is 1. The LUMO energy is 0.001 eV. The SMILES is O=c1cnn(O)[nH]1.

Atoms and positions in Å:
O1 2.400 0.560 -0.077
C1 1.312 0.071 0.079
C2 0.735 -1.257 0.117
N1 -0.573 -1.261 0.174
N2 -0.926 0.001 0.370
O2 -2.096 0.648 0.081
N3 0.125 0.845 0.223
H1 1.209 -2.158 0.001
H2 -2.298 0.777 -0.891
H3 0.111 1.773 -0.077

---

Record 4
C19H29Br4INO7 as an isolated structure. Source: OMol25; level of theory: ωB97M-V/def2-TZVPD.

For the orbital gap, the calculation gives 8.38 eV. Its multiplicity is 1. The LUMO energy is -4.056 eV. Its net charge is +1.

Atoms and positions in Å:
C1 -2.155 1.639 -3.464
C2 -1.682 2.060 -2.088
O1 -0.274 2.248 -2.087
C3 0.145 3.396 -1.392
C4 1.665 3.531 -1.516
O2 2.298 2.278 -1.661
C5 2.827 1.673 -0.514
C6 1.782 0.730 0.049
C7 1.040 0.982 1.194
C8 1.337 2.238 1.971
C9 2.641 2.226 2.758
O3 3.237 3.207 3.046
I1 3.363 0.284 3.391
C10 0.010 0.097 1.599
C11 -0.859 0.349 2.800
C12 -2.227 0.968 2.413
C13 -2.678 1.984 3.452
O4 -2.907 1.391 4.719
C14 -0.206 -1.012 0.831
Br1 -1.573 -2.224 1.171
N1 0.558 -1.265 -0.269
O5 0.308 -2.348 -1.065
C15 0.819 -3.594 -0.519
C16 2.204 -3.975 -1.053
C17 3.184 -4.224 0.093
O6 2.168 -5.146 -1.854
C18 1.525 -0.423 -0.677
O7 2.125 -0.772 -1.796
H1 -1.556 0.812 -3.841
H2 -2.120 2.465 -4.170
H3 -3.183 1.283 -3.394
H4 -1.953 1.284 -1.362
H5 -2.199 2.978 -1.794
H6 -0.171 3.332 -0.339
H7 -0.335 4.289 -1.806
H8 1.908 4.106 -2.408
H9 2.045 4.099 -0.661
H10 3.171 2.385 0.234
H11 3.703 1.112 -0.845
H12 1.370 3.088 1.291
H13 0.549 2.454 2.687
H14 -1.001 -0.591 3.331
H15 -0.359 1.017 3.492
H16 -2.965 0.171 2.319
H17 -2.138 1.463 1.444
H18 -3.580 2.495 3.107
H19 -1.882 2.716 3.592
H20 -3.334 0.539 4.586
H21 0.819 -3.576 0.567
H22 0.080 -4.339 -0.815
H23 2.605 -3.163 -1.661
H24 3.641 -3.292 0.428
H25 2.702 -4.708 0.943
H26 3.973 -4.890 -0.247
H27 1.269 -5.413 -2.060
H28 3.027 -0.428 -1.833
C19 -4.630 -3.499 -2.039
Br2 -4.920 -4.827 -0.679
Br3 -2.787 -2.928 -2.052
Br4 -5.200 -4.100 -3.766
H29 -5.226 -2.637 -1.779

---

Record 5
A 2-piece molecular cluster, C10H13O2 overall in a non-equilibrium geometry. Source: OMol25; level of theory: ωB97M-V/def2-TZVPD.

For the orbital gap (spin up / spin down), the calculation gives 7.33 / 7.02 eV. Its multiplicity is 4. The LUMO energy (spin up / spin down) is 0.933 / -1.634 eV.

Atoms and positions in Å:
O1 0.184 -0.201 -3.422
O2 0.836 0.866 -3.597
C1 -2.200 -0.660 -2.280
C2 -0.816 -1.006 -1.857
C3 -0.271 -0.494 -0.626
C4 0.828 -1.134 -0.016
C5 1.396 -0.630 1.148
C6 0.855 0.522 1.746
C7 -0.294 1.124 1.204
C8 -0.860 0.592 0.051
C9 -0.832 2.376 1.848
C10 2.618 -1.298 1.721
H1 -2.484 -1.323 -3.109
H2 -2.886 -0.858 -1.440
H3 -2.313 0.386 -2.585
H4 -0.448 -1.946 -2.235
H5 1.230 -2.036 -0.466
H6 1.332 0.974 2.618
H7 -1.783 1.042 -0.339
H8 -1.736 2.707 1.322
H9 -1.080 2.230 2.910
H10 -0.099 3.196 1.808
H11 3.013 -0.730 2.574
H12 2.398 -2.323 2.060
H13 3.412 -1.377 0.962

---

Record 6
One molecule with the formula C2H5N3O. Source: OMol25; level of theory: ωB97M-V/def2-TZVPD.

For the orbital gap, the calculation gives 9.84 eV. For the relative energy (zero: lowest compared OMol25 entry of this formula, charge and spin), the calculation gives 21.9 kcal/mol. Its multiplicity is 1. The LUMO energy is 0.662 eV. The SMILES is [H]/N=C/N=C(\N)O.

Atoms and positions in Å:
H1 -0.124 -2.576 -2.052
N1 -0.355 -2.352 -1.087
C1 -0.063 -1.137 -0.843
N2 -0.295 -0.632 0.413
C2 -0.053 0.570 0.794
N3 0.471 1.650 0.161
O1 -0.351 0.818 2.077
H2 0.376 -0.457 -1.596
H3 0.457 2.545 0.627
H4 0.614 1.635 -0.834
H5 -0.677 -0.064 2.341